Computed, not measured: a cluster of 3 separate species, C17H30N2O7 in total at a distorted geometry, with wB97M-V/def2-TZVPD.

Positions of all 56 atoms, in Å:
C -1.35195 -3.75067 1.97999
C -1.54348 -4.45288 0.63108
C -1.99648 -3.43655 -0.41612
N -1.04820 -2.33668 -0.57939
C -1.32937 -1.00207 -0.34655
C -0.19908 -0.30644 -0.60313
N 0.78400 -1.20602 -0.94555
C 2.26384 -0.84608 -1.31105
O 3.04682 -1.46460 -0.62439
O 2.29313 -0.03191 -2.19312
C 0.24585 -2.41484 -0.93739
O 0.85071 -3.55288 -1.23192
C 1.38637 -3.64278 -2.58769
C 1.48363 -5.10010 -2.95564
H -2.16347 -3.04280 2.14432
H -0.42988 -3.16757 1.95806
H -1.28396 -4.45516 2.80600
H -0.60306 -4.90671 0.32154
H -2.29868 -5.23383 0.70379
H -2.91515 -2.96860 -0.06769
H -2.18354 -3.90432 -1.38181
H -2.29381 -0.63641 -0.04402
H 0.00637 0.74791 -0.57391
H 2.36018 -3.15896 -2.59753
H 0.71115 -3.11040 -3.25753
H 2.22248 -5.19881 -3.75241
H 1.82809 -5.70194 -2.11852
H 0.54502 -5.49442 -3.34008
O -0.14044 2.40756 -2.29464
C 0.70020 3.18282 -1.93484
O 0.39503 4.04831 -0.93595
C 1.38427 4.88771 -0.33435
C 1.59505 6.17286 -1.10666
C 2.05263 3.23616 -2.59986
H 2.31619 4.33965 -0.19136
H 0.98887 5.10714 0.65630
H 1.97998 5.97891 -2.10735
H 2.30509 6.81485 -0.58480
H 0.65065 6.70704 -1.20916
H 1.97756 3.87542 -3.47964
H 2.29293 2.22194 -2.91404
H 2.85511 3.60175 -1.96455
O -2.70371 -0.91630 2.74112
C -2.10221 0.08157 3.03794
O -2.69645 1.26743 2.82260
C -2.13116 2.50799 3.26195
C -1.12985 3.06259 2.27060
C -0.68170 0.02864 3.54615
H -1.70664 2.40050 4.26069
H -2.98555 3.17626 3.35004
H -0.26823 2.40348 2.15591
H -0.77325 4.03584 2.60886
H -1.58786 3.18110 1.28915
H -0.01527 -0.01907 2.68395
H -0.56541 -0.88540 4.12214
H -0.39337 0.86977 4.17046

Output
F_max: 0.0287 hartree/bohr
gap between HOMO and LUMO: 9.68 eV
E_tot: -1301.9778 Eh